# 1
Formula: C11H16BClCrN6
Source: OMol25
Level of theory: ωB97M-V/def2-TZVPD

Values from the calculation:
LUMO level (spin up / spin down)   0.65 / 0.62 eV
Multiplicity   5
HOMO level (spin up / spin down)   -6.271 / -8.061 eV
Kohn-Sham gap (spin up / spin down)   6.921 / 8.685 eV

Element x y z (Å)
1 H -1.369599 -0.716723 3.448706
2 N -0.712415 -1.119447 1.480151
3 B 0.207205 -2.112569 -0.687225
4 N -0.395817 -2.269025 0.750384
5 C -0.600618 -3.320157 1.549596
6 Cr -0.614472 0.548252 0.637951
7 H -0.408941 -4.307214 1.178721
8 C -1.035043 -2.865962 2.797512
9 H -1.263864 -3.458642 3.656400
10 C -1.093236 -1.476672 2.724085
11 H 0.447427 -3.176137 -1.186190
12 C 1.460719 4.546840 0.202793
13 H 0.748631 5.193611 -0.312501
14 H 0.916334 3.681751 0.606917
15 H 2.206957 4.158849 -0.491532
16 N 1.452111 -1.200251 -0.524893
17 N -0.801733 -1.274714 -1.533959
18 N 1.318397 0.053964 0.029001
19 N -1.197852 -0.021090 -1.070436
20 C 2.736092 -1.393175 -0.873819
21 C -1.323120 -1.449578 -2.751645
22 H 3.034106 -2.333840 -1.323343
23 H -1.140111 -2.363114 -3.288798
24 C 3.458333 -0.246369 -0.539207
25 C -2.054621 -0.316742 -3.099104
26 C 2.530342 0.641522 0.024341
27 C -1.953484 0.568410 -2.021467
28 H 4.517350 -0.103839 -0.688627
29 H -2.588060 -0.144178 -4.005413
30 H 2.688173 1.634313 0.413493
31 H -2.366450 1.556494 -1.877665
32 H 1.942555 5.086349 1.015744
33 Cl -1.522700 2.479204 2.718721
34 C -2.055039 1.777936 1.203420
35 H -2.948868 1.165807 1.371694
36 H -2.218692 2.576134 0.466195

Force components x, y, z for each atom (eV/Å):
H 0.0 -0.2 -0.2
N -0.2 -3.6 2.0
B -0.4 0.6 0.5
N -0.6 1.4 1.3
C -0.1 0.4 0.5
Cr 2.5 3.7 0.2
H 0.0 -0.3 0.1
C 0.1 -0.5 0.0
H -0.1 -0.3 0.2
C 0.5 -0.7 -1.7
H 0.0 0.1 0.0
C -0.2 -0.5 0.0
H 0.2 -0.1 0.0
H 0.1 0.3 0.0
H 0.0 0.2 0.0
N 0.7 1.0 0.3
N -0.8 1.6 0.3
N 0.9 -0.5 -0.4
N -0.9 -0.7 -3.0
C 0.0 0.5 0.2
C -0.2 0.5 0.0
H 0.0 0.3 0.1
H 0.0 0.0 -0.1
C 0.1 -0.4 -0.2
C 0.1 -0.1 0.0
C -0.5 -1.5 -0.5
C 0.9 -1.7 0.3
H -0.1 0.1 0.0
H -0.2 0.0 -0.4
H -0.2 0.0 0.0
H 0.1 -0.2 0.1
H 0.0 0.0 0.0
Cl 0.4 0.4 0.9
C -1.5 -0.2 -1.1
H -0.2 0.6 0.1
H -0.3 0.0 0.4

How is the electron density shared among the atoms? According to Mulliken, the charges in e are: atom 1 (H): 0.4591, atom 2 (N): 0.0236, atom 3 (B): 0.0982, atom 4 (N): -0.0749, atom 5 (C): -0.1750, atom 6 (Cr): 0.9138, atom 7 (H): 0.4653, atom 8 (C): -1.0654, atom 9 (H): 0.3939, atom 10 (C): -0.2986, atom 11 (H): -0.0966, atom 12 (C): -0.8159, atom 13 (H): 0.2772, atom 14 (H): 0.0040, atom 15 (H): 0.2511, atom 16 (N): 0.1814, atom 17 (N): -0.0583, atom 18 (N): 0.0744, atom 19 (N): 0.0741, atom 20 (C): -0.0570, atom 21 (C): -0.1740, atom 22 (H): 0.4415, atom 23 (H): 0.4531, atom 24 (C): -1.0132, atom 25 (C): -1.1151, atom 26 (C): -0.5239, atom 27 (C): -0.2209, atom 28 (H): 0.3782, atom 29 (H): 0.3972, atom 30 (H): 0.4926, atom 31 (H): 0.4215, atom 32 (H): 0.2904, atom 33 (Cl): -0.2355, atom 34 (C): -0.7510, atom 35 (H): 0.3112, atom 36 (H): 0.2734

=====

# 2
Formula: C11H16BiN2O5
Source: OMol25
Level of theory: ωB97M-V/def2-TZVPD

Values from the calculation:
LUMO level (spin up / spin down)   -13.61 / -13.61 eV
HOMO level (spin up / spin down)   -18.634 / -18.634 eV
Total charge   +3
Kohn-Sham gap (spin up / spin down)   5.020 / 5.021 eV

Element x y z (Å)
1 Bi 0.088319 0.170414 -1.300700
2 O 0.044552 3.809720 -2.164975
3 C 0.065999 2.694539 -1.917297
4 C 0.044649 -1.838636 -2.164949
5 O 0.042564 -2.984616 -2.255166
6 C 2.306113 0.177149 -1.929478
7 O 3.445333 0.146380 -2.062648
8 C -2.276405 0.170574 -1.917337
9 O -3.383965 0.153828 -2.141684
10 C 0.052979 0.886227 -5.990519
11 H -0.878334 1.463152 -5.955697
12 H 0.982515 1.466613 -5.961086
13 C 0.055044 -0.449545 -5.952597
14 H 0.978233 -1.027412 -5.887444
15 H -0.866092 -1.030120 -5.890570
16 C -0.397587 2.091885 1.329032
17 N -0.248500 0.998125 2.333641
18 C -0.431454 1.416362 3.726185
19 C 0.065862 -0.256638 1.959914
20 O 0.255128 -0.428781 0.701305
21 N 0.198442 -1.386884 2.688486
22 C 0.091372 -1.564283 4.134448
23 C 0.518853 -2.659273 1.986426
24 H -0.664604 3.013904 1.869353
25 H -1.234980 1.889292 0.608191
26 H 0.568174 2.309192 0.813000
27 H -1.301865 0.959564 4.171680
28 H 0.469210 1.256491 4.295938
29 H -0.610991 2.479385 3.762064
30 H -0.616457 -2.340284 4.404543
31 H 1.007055 -1.939762 4.577993
32 H -0.188867 -0.659054 4.637953
33 H 0.571620 -2.474282 0.890453
34 H 1.473996 -3.075306 2.360292
35 H -0.225895 -3.437915 2.241233

Force components x, y, z for each atom (eV/Å):
Bi -1.2 3.6 3.2
O 0.0 -3.6 0.8
C 0.0 5.2 -1.4
C 0.0 -9.1 -1.9
O 0.0 4.8 0.2
C 8.0 -0.5 -1.4
O -4.6 0.2 0.5
C -4.8 -0.3 -1.1
O 2.5 0.1 0.5
C 0.0 0.5 0.9
H 0.3 -0.3 -0.4
H -0.3 -0.3 -0.3
C 0.0 -0.4 1.0
H -0.1 0.2 -0.4
H 0.1 0.2 -0.4
C 0.2 -0.6 0.1
N -0.1 0.3 -0.2
C -0.1 0.3 0.2
C -0.3 -0.6 2.4
O 0.4 -0.2 -2.8
N 0.0 0.7 -0.7
C -0.1 -0.1 0.8
C 0.2 -0.3 -0.2
H 0.1 -0.5 -0.3
H 0.5 0.1 0.5
H -0.5 -0.2 0.2
H -0.1 -0.3 0.2
H 0.2 -0.2 0.3
H 0.0 0.2 -0.2
H -0.5 0.0 -0.4
H 0.6 0.2 -0.3
H 0.0 0.0 0.1
H 0.0 -0.6 1.1
H -0.3 0.5 -0.3
H 0.1 0.6 -0.3

How is the electron density shared among the atoms? According to Mulliken, the charges in e are: atom 1 (Bi): 1.7661, atom 2 (O): -0.0380, atom 3 (C): 0.1391, atom 4 (C): 0.1639, atom 5 (O): 0.0169, atom 6 (C): 0.2496, atom 7 (O): -0.0064, atom 8 (C): 0.2083, atom 9 (O): 0.0012, atom 10 (C): -0.5280, atom 11 (H): 0.3024, atom 12 (H): 0.3048, atom 13 (C): -0.5927, atom 14 (H): 0.3272, atom 15 (H): 0.3215, atom 16 (C): -0.6277, atom 17 (N): -0.0057, atom 18 (C): -1.2523, atom 19 (C): 0.9865, atom 20 (O): -0.8445, atom 21 (N): 0.0385, atom 22 (C): -0.9168, atom 23 (C): -0.9564, atom 24 (H): 0.3429, atom 25 (H): 0.2073, atom 26 (H): 0.2153, atom 27 (H): 0.4147, atom 28 (H): 0.4547, atom 29 (H): 0.3870, atom 30 (H): 0.3586, atom 31 (H): 0.3709, atom 32 (H): 0.3043, atom 33 (H): 0.1191, atom 34 (H): 0.3953, atom 35 (H): 0.3721

=====

# 3
Formula: C11H16BrCuN2O5S
Source: OMol25
Level of theory: ωB97M-V/def2-TZVPD

Values from the calculation:
LUMO level (spin up / spin down)   2.81 / 2.43 eV
Multiplicity   2
HOMO level (spin up / spin down)   -5.275 / -5.322 eV
Total charge   -1
Kohn-Sham gap (spin up / spin down)   8.085 / 7.748 eV

Element x y z (Å)
1 Cu -0.009204 -0.366679 -1.005428
2 O -0.328451 -1.651230 2.867604
3 C -0.537531 -1.082918 1.805975
4 O 0.302111 -1.047112 0.824103
5 C -1.826176 -0.272923 1.627469
6 C -1.514079 1.194003 1.281871
7 C -2.739504 2.065718 1.579503
8 C -3.659334 1.718633 0.381133
9 C -2.821134 0.665928 -0.343444
10 O -1.487909 1.186719 -0.159949
11 C -2.788688 -0.649617 0.452593
12 C -2.401963 -1.848414 -0.429590
13 O -3.086752 -2.862077 -0.364074
14 O -1.416284 -1.683542 -1.241080
15 H -2.351626 -0.342088 2.579214
16 H -0.556597 1.562374 1.643538
17 H -2.484251 3.124745 1.593333
18 H -3.178228 1.806842 2.543493
19 H -3.798145 2.586309 -0.264270
20 H -4.640393 1.347137 0.675966
21 H -3.004864 0.545934 -1.408652
22 H -3.776013 -0.878784 0.853700
23 C 3.918667 1.092123 -2.490426
24 N 3.800436 0.125915 -1.412563
25 C 2.848254 0.175625 -0.461092
26 S 1.750959 1.473625 -0.335559
27 N 2.772879 -0.842219 0.403870
28 C 3.493436 -2.082414 0.262140
29 H 4.963536 1.151612 -2.796885
30 H 3.591267 2.061458 -2.130928
31 H 3.283896 0.808423 -3.331055
32 H 4.182889 -0.786198 -1.601293
33 H 1.909286 -0.850296 0.961165
34 H 4.559944 -1.903261 0.104329
35 H 3.108047 -2.694742 -0.560783
36 H 3.388722 -2.647214 1.185345
37 Br 0.532795 -0.201392 -3.289271

Force components x, y, z for each atom (eV/Å):
Cu -0.1 0.1 0.3
O 0.0 0.0 0.0
C -0.2 0.0 0.0
O -0.5 -0.1 0.2
C 0.0 0.0 0.1
C 0.2 0.1 -0.1
C 0.0 0.0 0.1
C 0.0 0.1 0.0
C 0.1 0.0 -0.1
O -0.1 0.0 0.0
C -0.1 0.0 0.0
C 0.1 0.0 -0.1
O 0.0 0.1 0.0
O 0.0 0.1 0.0
H 0.0 0.0 0.0
H 0.0 0.0 0.0
H 0.0 0.0 0.0
H 0.0 0.0 0.0
H 0.0 0.0 0.0
H 0.0 0.0 0.0
H 0.0 0.0 0.0
H 0.0 0.0 0.0
C 0.0 0.0 -0.1
N 0.0 -0.1 0.0
C 0.1 -0.3 0.2
S -0.1 0.0 0.0
N 0.7 0.5 -0.3
C 0.1 -0.1 0.0
H 0.0 0.0 0.0
H 0.0 0.0 0.0
H 0.0 0.0 0.0
H 0.1 0.0 0.0
H 0.0 -0.2 -0.1
H 0.0 0.0 0.0
H 0.0 0.0 0.0
H -0.1 0.0 0.0
Br 0.1 0.0 -0.2

How is the electron density shared among the atoms? According to Mulliken, the charges in e are: atom 1 (Cu): 0.3695, atom 2 (O): -0.7677, atom 3 (C): 0.0690, atom 4 (O): -0.5357, atom 5 (C): -0.0232, atom 6 (C): -0.0434, atom 7 (C): -1.0620, atom 8 (C): -1.0004, atom 9 (C): 0.0979, atom 10 (O): -0.6227, atom 11 (C): -0.1331, atom 12 (C): 0.1846, atom 13 (O): -0.7547, atom 14 (O): -0.4414, atom 15 (H): 0.4973, atom 16 (H): 0.6935, atom 17 (H): 0.3151, atom 18 (H): 0.3646, atom 19 (H): 0.3477, atom 20 (H): 0.4031, atom 21 (H): 0.6275, atom 22 (H): 0.5198, atom 23 (C): -0.8309, atom 24 (N): -0.1992, atom 25 (C): 0.6381, atom 26 (S): -0.4683, atom 27 (N): -0.1199, atom 28 (C): -1.2183, atom 29 (H): 0.3131, atom 30 (H): 0.3356, atom 31 (H): 0.2287, atom 32 (H): 0.2013, atom 33 (H): 0.4110, atom 34 (H): 0.4131, atom 35 (H): 0.3244, atom 36 (H): 0.3730, atom 37 (Br): -0.5073